ORCA calculation (the ωB97M-V functional and the def2-TZVPD basis) on a cluster of 2 separate species, C4H12 in total.

For the lowest unoccupied orbital energy, the calculation gives 1.1 eV. The molar mass comes out at 60.1 g/mol. Its max |F| is 4.52 eV/Å. The HOMO energy comes out at -11.2 eV. For the relative energy (zero: lowest compared OMol25 entry of this formula, charge and spin), the calculation gives 16.7 kcal/mol. Its electronic energy is -159.5583 a.u.

Last column: natural (NBO) charge in e.
Element x y z (Å)
C  -0.9348  1.8930  -0.3248  -0.62
C  -0.1278  2.9149  0.4496  -0.61
H  -0.7187  1.8532  -1.3605  0.21
H  -0.8491  0.8613  0.0995  0.21
H  -2.0479  2.1180  -0.2251  0.20
H  -0.6124  3.4313  1.2888  0.21
H  0.2436  3.8684  -0.1939  0.20
H  0.7688  2.5069  0.8667  0.20
C  0.3269  -1.8373  0.2741  -0.61
C  0.7298  -3.0096  -0.4765  -0.61
H  0.7865  -1.8729  1.3779  0.19
H  0.8066  -0.9159  -0.1308  0.20
H  -0.7798  -1.6852  0.4042  0.21
H  0.2401  -3.0109  -1.4736  0.20
H  0.3760  -3.9482  0.0203  0.20
H  1.7921  -3.1669  -0.5959  0.21

Forces on atoms 1 to 6 (eV/Å):
-2.26 -0.41 1.71
0.96 3.03 -1.09
0.40 -0.02 -0.98
0.19 0.85 -0.32
1.30 -0.15 -0.30
-0.39 -0.56 -0.19